Record 1
C17H27BrN2O3S | ωB97M-V/def2-TZVPD

- SMILES = CCOc1ccc(Br)cc1S(=O)(=O)NC1CC(C)(C)NC(C)(C)C1
- HOMO-LUMO gap (eV) = 8.46
- E_HOMO (eV) = -8.47

Last column: Mulliken charge in e.
CARTESIAN COORDINATES (ANGSTROEM)
Br  -2.115364  -6.319987  -2.776322  -0.2275
H  -0.102502  -0.086446  3.241822  0.4339
C  -1.589923  0.478873  -2.910870  -0.8477
H  -0.823766  2.854564  3.497236  0.3113
H  2.017676  0.907541  3.436361  0.5381
H  -1.485100  -3.943560  -4.806033  0.2973
H  3.709494  1.052543  2.068940  0.3817
N  1.332392  1.937677  1.059298  -0.2625
H  -1.318318  0.566518  2.347561  0.7849
H  2.023378  2.806644  3.605054  0.3360
C  -1.646297  -3.583385  -3.685459  -1.0007
H  4.346057  0.509681  0.403705  0.4091
H  2.379915  2.163396  -1.241525  0.2633
H  -0.330104  0.014432  -0.046608  -0.5701
H  0.717996  2.412863  0.211476  0.3532
C  -0.363928  3.034039  2.367420  -1.8364
H  -1.199457  -1.568365  -4.136634  0.1199
C  0.814637  1.584387  2.436590  1.2563
C  -0.292563  0.519724  2.413623  -1.6980
C  -1.752915  -4.421023  -2.509583  0.1732
C  0.293717  -0.404136  1.040012  1.4836
H  0.130601  3.762059  2.333287  0.9191
H  4.006760  2.231606  0.643368  0.3093
O  -2.699111  -0.645858  0.461523  -0.5280
H  -0.262454  -2.209241  1.988702  0.3396
H  2.667673  0.579820  -1.443491  0.9484
C  1.640193  -0.317886  0.891161  -1.1966
C  -1.818798  1.925047  -2.142943  -1.1159
S  -2.028181  -1.837162  0.640351  1.2660
C  -1.556531  -1.582416  -2.168036  0.8127
C  2.203727  0.858138  0.627897  1.5096
H  -1.997382  -4.572226  -0.425279  0.5844
C  1.501692  1.831447  3.681581  -2.1761
H  -2.472592  0.179686  -3.421187  0.5805
H  1.920335  -1.133469  0.054916  0.1255
H  -0.805434  2.332915  -1.516230  0.0024
H  -2.420009  1.729739  -1.309013  0.2837
H  1.343385  0.775799  -1.430212  0.6918
H  2.184834  -0.852744  1.902635  0.2129
C  -1.509357  -2.253275  -3.211497  0.6636
H  1.003398  1.910035  4.442716  0.7753
O  -2.513743  -2.951978  1.388084  -0.7673
C  -1.878762  -2.366651  -1.113290  -0.1882
H  -1.982895  2.633381  -2.817833  0.6247
C  -1.808660  -3.951539  -1.242983  -1.1023
H  -1.147139  2.929218  1.514831  0.2922
O  -1.204529  -0.381850  -1.999092  -0.2519
C  3.786528  1.169547  0.954200  -1.6752
C  2.100101  1.018462  -0.858356  -2.7298
N  -0.343031  -1.910869  1.108545  -0.3283
H  -0.655645  0.584283  -3.550420  0.4188

Forces on the atoms, in the same order (eV/Å):
Br 0.412 0.622 0.079
H 0.331 -1.613 1.507
C 2.146 6.328 -1.365
H 0.547 0.947 -3.091
H 2.105 -0.218 2.466
H -0.549 0.960 2.918
H 1.339 0.104 -0.956
N 0.359 0.648 1.097
H -2.181 1.465 -0.479
H 0.623 -0.958 -0.161
C 0.657 -0.123 2.292
H 1.675 -1.810 -0.742
H -0.902 -2.417 1.332
H 2.046 -0.868 3.514
H 1.666 -1.982 3.673
C -7.979 -13.571 3.050
H -0.649 -1.319 1.602
C -9.594 7.546 -4.792
C 5.483 -2.908 -3.535
C -0.639 -1.126 -2.713
C -10.704 -0.015 -0.295
H 7.351 10.980 -0.593
H -0.388 -1.204 0.517
O -1.761 4.243 0.998
H -0.043 -1.686 4.481
H 7.132 -4.865 -4.381
C 4.966 -11.770 2.584
C 5.191 -3.953 2.397
S 4.226 -5.494 -1.996
C -1.288 -1.628 8.080
C 3.561 8.621 -4.974
H -0.164 -0.561 1.237
C 7.130 -0.258 -8.782
H -0.740 -0.072 -0.686
H -0.232 1.439 1.785
H -2.143 -1.483 -2.056
H -1.793 0.152 0.707
H -5.725 -0.944 -1.502
H -1.315 1.149 -2.081
C 1.749 -2.889 -15.244
H -5.821 -0.230 8.075
O -0.961 0.051 0.541
C 0.725 -6.156 4.013
H -1.527 3.106 -2.502
C -0.750 5.988 -0.987
H 1.357 0.059 1.675
O 1.199 1.376 3.706
C -4.514 1.740 2.070
C 0.352 8.580 3.084
N -0.371 5.591 -5.160
H -1.593 0.424 -0.406

=====

Record 2
C6H12N | ωB97M-V/def2-TZVPD

- total charge = +1
- SMILES = C/C=[NH+]\C/C=C/C
- HOMO-LUMO gap (eV) = 9.09
- E_HOMO (eV) = -13.70

Last column: Mulliken charge in e.
CARTESIAN COORDINATES (ANGSTROEM)
C  -2.043027  -0.154446  -0.184559  0.2897
C  -0.157080  -1.305123  0.708735  -0.6640
H  1.290275  1.011631  0.439850  0.1913
H  -2.751553  -0.248851  -1.076299  0.3475
H  -0.302739  -0.600319  1.592023  0.3511
H  3.364959  -0.237723  -1.307593  0.3287
C  2.874983  0.648999  -0.886968  -1.1627
H  -2.464703  1.914430  0.120040  0.3470
C  -2.247676  0.987160  0.724655  -1.1998
H  -3.231037  1.109492  1.129700  0.4088
C  1.039255  -0.942538  -0.193174  -0.0845
H  2.984362  1.442917  -1.745166  0.2949
C  1.574626  0.252063  -0.315550  0.0872
H  -0.073083  -2.307820  1.044868  0.2968
H  -1.304785  -1.757667  -0.996784  0.2906
H  3.548647  0.917853  -0.133745  0.3062
H  1.378940  -1.635064  -1.015266  0.2399
H  -1.510671  1.242448  1.380829  0.3489
N  -1.310516  -1.217780  -0.148969  -0.0175

Forces on the atoms, in the same order (eV/Å):
C -2.852 -1.044 -1.817
C 1.518 1.353 0.181
H -0.506 -0.274 -0.406
H 0.817 0.687 1.305
H 0.370 -0.993 -1.246
H -0.146 0.008 -0.228
C 0.661 -0.430 -3.983
H 1.024 -0.764 -0.322
C -1.140 1.021 -2.881
H -0.835 -1.252 0.870
C -0.165 -1.051 -1.520
H -0.866 -1.249 1.801
C 0.311 2.081 2.686
H 0.118 -0.869 0.531
H -0.110 -0.594 -0.140
H 0.710 0.818 1.430
H -0.489 -0.070 1.361
H 1.904 0.270 1.934
N -0.323 2.353 0.443